(1)
{"formula": "C4H8N2O", "method": "wB97M-V/def2-TZVPD", "e_above_lowest_kj_mol": 360.7, "e_lumo_ha": 0.039, "e_tot_ev": -9302.65520, "symbols": ["O", "N", "N", "C", "C", "C", "C", "H", "H", "H", "H", "H", "H", "H", "H"], "positions_angstrom": [[0.49689, 0.22147, 1.31225], [1.04695, -1.68707, -0.05540], [0.19469, -2.20275, -1.06070], [0.17112, 1.43573, 0.52401], [-1.33488, 1.59435, 0.53089], [0.85145, -0.32903, 0.10073], [0.73375, 0.74021, -0.68862], [-1.78204, 0.63325, 0.25323], [0.73818, -2.77418, -1.68958], [-1.70693, 1.89243, 1.51626], [-0.56357, -2.75124, -0.66820], [0.70555, 2.30334, 0.92360], [1.03471, -2.18605, 0.82808], [-1.64638, 2.33948, -0.20859], [0.75978, 0.92366, -1.75004]], "forces_ev_per_angstrom": [[0.00, -0.15, 0.04], [0.05, 0.23, 0.27], [0.01, -0.36, -0.22], [-0.15, 0.38, 0.07], [-0.02, 0.06, 0.01], [0.02, -0.07, -0.21], [-0.07, -0.10, -0.02], [0.04, 0.18, 0.04], [0.01, -0.18, 0.04], [0.06, 0.00, -0.12], [0.08, 0.09, 0.00], [-0.06, -0.11, -0.03], [-0.01, 0.04, -0.17], [0.06, -0.04, 0.13], [-0.03, 0.01, 0.16]]}


(2)
{"formula": "C2H4OS", "method": "wB97M-V/def2-TZVPD", "smiles": "O=CCS", "e_above_lowest_kj_mol": 118.2, "e_lumo_ha": 0.020, "e_tot_ev": -15020.24053, "symbols": ["S", "O", "C", "C", "H", "H", "H", "H"], "positions_angstrom": [[-0.78818, -1.62061, 0.39440], [-0.04417, 1.47406, 1.74844], [0.37967, 0.67247, 0.92150], [-0.38628, 0.07487, -0.40635], [1.40647, 0.27608, 1.02551], [-1.49540, -1.13370, 1.39283], [-1.33705, 0.63653, -0.63464], [0.07529, -0.37483, -1.28196]], "forces_ev_per_angstrom": [[0.11, 0.64, -0.79], [0.12, -1.90, -2.17], [-0.16, 1.20, -0.94], [-1.43, -0.31, 3.15], [-0.24, -0.21, 0.01], [-0.38, 0.16, 0.52], [1.14, -0.64, 0.20], [0.84, 1.06, 0.01]]}


(3)
{"formula": "C7H6O4", "method": "wB97M-V/def2-TZVPD", "e_above_lowest_kj_mol": 545.3, "e_lumo_ha": -0.030, "e_tot_ev": -15540.81227, "symbols": ["O", "O", "O", "O", "C", "C", "C", "C", "C", "C", "C", "H", "H", "H", "H", "H", "H"], "positions_angstrom": [[-0.85146, -0.63777, 2.49194], [0.20708, 2.50827, -1.11985], [1.29052, -3.53372, -0.96238], [-0.96584, 2.28537, 1.26393], [-0.47830, -0.23505, 1.13283], [0.94621, -2.36672, -1.47303], [-0.11611, -1.36318, 0.46877], [0.07869, 0.06369, -1.56918], [-0.50998, 1.12673, 0.61857], [-0.03518, 1.24552, -0.71057], [0.17098, -1.18524, -0.90899], [1.09953, -1.98578, -2.46574], [-0.09393, 2.46624, 1.90900], [-1.05743, 0.21324, 3.02953], [0.42317, 3.47026, -0.25255], [-0.08962, -2.38274, 1.12030], [-0.01833, 0.31089, -2.57258]], "forces_ev_per_angstrom": [[-0.07, 4.02, -0.47], [1.03, 3.89, 1.34], [-1.89, 6.59, -2.49], [4.63, -0.70, 2.80], [-1.65, 0.78, 3.54], [-0.39, -3.68, 1.56], [0.31, -0.84, -0.25], [0.28, 1.42, 3.79], [0.25, -2.75, -0.90], [-0.84, -0.43, 1.58], [0.72, -1.96, 1.88], [1.33, -1.22, -1.37], [-3.63, -0.15, -2.03], [0.39, -2.14, -1.33], [-1.41, -5.12, -3.43], [0.19, 2.62, -2.21], [0.75, -0.32, -2.00]]}


(4)
{"formula": "C54H114N6O33", "method": "wB97M-V/def2-TZVPD", "e_lumo_ha": 0.017, "e_tot_ev": -134354.07363, "symbols": ["O", "O", "O", "O", "O", "O", "O", "O", "O", "O", "O", "O", "O", "O", "O", "O", "O", "O", "O", "O", "O", "O", "O", "O", "O", "O", "O", "O", "O", "O", "O", "O", "O", "N", "N", "N", "N", "N", "N", "C", "C", "C", "C", "C", "C", "C", "C", "C", "C", "C", "C", "C", "C", "C", "C", "C", "C", "C", "C", "C", "C", "C", "C", "C", "C", "C", "C", "C", "C", "C", "C", "C", "C", "C", "C", "C", "C", "C", "C", "C", "C", "C", "C", "C", "C", "C", "C", "C", "C", "C", "C", "C", "C", "H", "H", "H", "H", "H", "H", "H", "H", "H", "H", "H", "H", "H", "H", "H", "H", "H", "H", "H", "H", "H", "H", "H", "H", "H", "H", "H", "H", "H", "H", "H", "H", "H", "H", "H", "H", "H", "H", "H", "H", "H", "H", "H", "H", "H", "H", "H", "H", "H", "H", "H", "H", "H", "H", "H", "H", "H", "H", "H", "H", "H", "H", "H", "H", "H", "H", "H", "H", "H", "H", "H", "H", "H", "H", "H", "H", "H", "H", "H", "H", "H", "H", "H", "H", "H", "H", "H", "H", "H", "H", "H", "H", "H", "H", "H", "H", "H", "H", "H", "H", "H", "H", "H", "H", "H", "H", "H", "H", "H", "H", "H", "H", "H", "H"], "positions_angstrom": [[3.76681, -0.24360, -1.51609], [2.23989, 4.11723, 6.37994], [-2.32455, 4.70592, -2.23851], [-3.31877, 6.41172, -3.29939], [-4.79232, -3.69307, 4.89410], [1.55019, -4.85573, 2.74884], [2.35928, -6.99720, 2.84245], [3.28293, 2.73658, -4.55479], [1.42313, -2.60209, -5.60786], [-5.59547, -3.15091, -3.58508], [-0.86530, -0.81349, -4.14297], [1.51914, 4.26593, 4.32415], [-0.16541, -3.89318, -4.80081], [-0.54907, -2.79807, -6.78105], [1.82594, 3.18577, -2.91513], [0.45138, -6.80023, -1.63960], [-5.42042, -5.25300, 6.25574], [0.55416, -1.02327, 4.02110], [1.40909, 6.01975, 5.73012], [2.35835, -0.15539, 5.08560], [-3.83760, -5.71396, 4.86159], [1.91151, 6.98111, -2.25995], [2.96461, 6.92407, -0.28299], [1.09937, 2.81109, -4.91488], [-4.86085, -1.30221, -4.37362], [-5.53531, -1.30341, -2.23966], [3.54688, -5.24781, 3.53343], [0.80096, 6.33673, -0.50637], [-4.40276, 5.23238, -1.74182], [-0.24823, -3.03723, 0.36168], [1.81955, -2.36028, 5.20210], [-3.32596, -0.04637, 2.30196], [2.68949, 2.30783, 1.70502], [-1.71168, -3.15623, -1.34390], [-0.49576, 0.44207, -2.36399], [2.63536, -6.03023, -1.74624], [-3.83359, 1.54772, 0.72265], [2.82753, -1.36446, 0.22941], [4.48585, 2.07503, 3.11428], [-3.09755, 2.62322, 1.29756], [-4.67715, -4.96596, 5.24948], [2.18049, 2.93118, -4.17385], [4.74153, -6.93631, 4.93064], [3.04334, -6.53941, -0.49753], [1.89402, -1.70214, -6.57460], [0.18282, -3.12581, -5.70665], [1.71409, 4.79499, 5.39458], [3.20959, -0.24392, -0.38674], [-0.17678, 2.16811, -6.92498], [2.47468, -2.08826, 7.57109], [0.61261, 6.74391, 4.68406], [2.87401, -2.51336, 6.15638], [1.16009, 2.65845, -6.33658], [2.23532, 2.67830, 6.28861], [-2.11166, -3.74176, -2.65139], [0.71083, 6.19374, 0.92163], [-5.36731, 6.60551, -4.63103], [-1.30878, 1.51426, -2.89054], [3.34396, -1.52331, -6.18720], [0.24061, -5.41003, 2.57058], [1.35196, -6.17822, -2.18237], [1.92939, 6.79823, -0.95285], [4.70186, -6.12497, 3.61160], [3.11566, 7.55809, -2.86650], [-4.64976, 1.89536, -0.44178], [-5.05136, -6.42153, 7.02257], [-5.38221, -1.85540, -3.30903], [4.62856, 0.65205, 2.84241], [0.06369, 8.04165, 5.20370], [-0.37083, -0.71035, -3.04015], [-6.07328, -3.92448, -2.51841], [-2.73142, -2.86993, 3.74423], [-3.42188, 5.49711, -2.37594], [2.20554, -1.31752, 1.49340], [2.95267, 3.28261, -2.02723], [-2.52826, -2.13655, -0.72760], [-3.84388, 0.31487, 1.26162], [-4.35099, 0.03473, -4.21199], [0.11137, 0.56853, -1.02947], [3.45850, 2.78588, 2.52846], [3.59496, -5.38987, -2.63131], [5.20778, 2.64154, 4.23971], [-4.15999, -3.44621, 3.60167], [-1.93517, -3.10036, -6.52121], [0.50747, 4.72601, 1.24499], [-5.44883, 1.09131, -4.43030], [-4.54754, 7.25879, -3.56603], [1.67612, -1.10983, 4.76267], [3.21788, -2.65751, -0.25188], [-0.61066, -3.54976, -0.68277], [-1.11001, 5.02942, -2.97988], [2.48635, -5.83570, 2.99581], [0.14998, 0.33730, 3.55734], [-5.47262, 2.57550, -0.13626], [0.22150, -1.51100, -2.56660], [1.01797, 0.82834, 3.12894], [-5.03351, 0.95570, -0.97597], [-4.00256, 2.37064, -1.17926], [1.29756, -5.75579, -3.17681], [5.05800, -6.29331, 5.69328], [5.45184, -7.73679, 4.81397], [-0.39667, 1.11386, -6.75490], [-0.47017, -4.56867, 2.62531], [4.09038, 0.45673, 1.90405], [-4.84966, -2.70659, 3.18113], [-2.27841, -2.62067, 2.73665], [2.43774, -3.43229, 0.05530], [1.37289, -2.27113, 7.85571], [-0.85902, 2.10000, -3.65240], [-3.28111, -1.79526, -1.42012], [3.45947, -1.30706, -5.05956], [4.26637, -2.95690, 0.02778], [-6.02449, 5.86836, -4.16175], [5.62888, 0.42685, 2.57229], [-1.21141, 4.89762, -4.03781], [2.85107, 2.42264, 5.45535], [0.57765, 4.59456, 2.34316], [1.71596, 6.57571, 1.30650], [-2.21707, 1.18342, -3.36933], [3.73326, 3.86678, -2.48256], [-2.31558, -2.51037, -5.70662], [-3.01477, -4.20938, -2.43973], [2.91805, 7.82018, -3.91437], [-1.59862, 2.20656, -2.09221], [0.64201, 1.51145, -0.88044], [-2.81473, -2.49160, 0.26081], [-0.52184, 0.09250, 2.75645], [5.44559, -5.33743, 3.52233], [1.80518, -2.07069, -7.58234], [4.71699, -6.76422, 2.79036], [2.80764, -1.71067, 2.29636], [5.25651, 2.02654, 5.10179], [3.08430, -2.66984, 8.21819], [4.33719, 0.09091, 3.75359], [-0.15729, 6.04336, 4.42998], [-5.15144, 7.39134, -2.63657], [3.35163, 3.79026, 2.86262], [-4.06858, 8.17270, -3.94167], [-5.98644, 0.88741, -5.34844], [1.37764, -0.74713, -6.49662], [3.31937, 2.31952, -1.72592], [1.58995, 3.52983, -6.74975], [-2.09724, -3.64546, 4.25219], [-0.86271, 6.09926, -2.84620], [2.58503, 3.71146, -1.08828], [-5.07339, 2.05922, -4.45477], [-4.68775, 6.04646, -5.25925], [1.20236, 2.29760, 6.03865], [4.50750, -6.03719, -2.63733], [1.22100, 4.04978, 0.78712], [1.25022, 6.73670, 3.82138], [-3.64713, 0.14743, -5.03572], [-2.19965, 2.88069, 0.71256], [-0.52920, 0.50249, -0.18771], [3.95695, 6.85062, -2.83453], [3.37445, 8.47710, -2.28935], [-1.93256, -1.23936, -0.57200], [3.25456, -2.63652, -1.32668], [3.76958, -2.02433, 5.78429], [-1.38946, -4.49403, -2.90518], [2.15799, -6.92505, -0.03382], [-5.68861, -3.60595, -1.53180], [-3.80979, 0.13061, -3.28215], [3.83596, -7.48213, 5.17426], [2.68168, 2.31377, 7.18393], [6.26782, 2.96645, 4.11180], [3.35935, -5.78066, 0.20233], [3.88891, -4.41338, -2.18786], [1.81474, -0.33516, 1.61840], [-0.84590, 7.86070, 5.84472], [2.76555, -1.10590, 7.73410], [3.84244, -0.68771, -6.72239], [-0.28168, 0.83704, 4.42187], [-0.97130, 2.75794, -6.49477], [-3.76740, 3.47099, 1.43248], [3.17130, -5.10778, -3.57023], [-0.11973, 6.82442, 1.20460], [-5.06440, -7.31894, 6.46957], [-0.18993, 8.73195, 4.39698], [1.86479, 1.87894, -6.63735], [-0.32061, 2.27575, -8.04242], [3.87039, -2.39036, -6.44635], [3.06022, -3.60521, 6.12643], [-6.09499, 1.07987, -3.58724], [-2.74100, -1.95772, 4.36153], [-5.87076, 7.30893, -5.31292], [-2.12395, -3.05152, -3.43797], [0.67514, 8.62399, 5.92586], [-1.97112, -4.15848, -6.33305], [1.31913, -1.89633, 1.27325], [-2.78112, 2.25402, 2.24789], [-2.41875, -2.86827, -7.47264], [4.75898, 3.52336, 4.57930], [-4.04884, -6.32482, 7.42840], [-7.16278, -4.01983, -2.48137], [-4.41042, -0.36386, 0.62511], [3.88575, -7.19104, -0.54231], [0.10869, -5.85166, 1.61580], [-4.26720, -4.40995, 3.11522], [-0.31479, 4.41260, -2.59128], [0.08250, -6.13655, 3.34629], [0.88930, -0.18883, -0.90507], [-0.02588, -4.39647, -1.08972], [-5.84645, -6.52621, 7.74712], [-5.70367, -4.90265, -2.66633], [-0.52929, 4.37562, 0.97710], [2.99989, 0.67481, 0.11510]], "forces_ev_per_angstrom": [[-0.83, 0.20, 1.84], [0.28, 0.27, 2.10], [0.28, 0.73, -0.55], [-0.71, 1.56, -0.64], [-0.40, -0.09, -0.25], [1.15, -1.30, 0.12], [-0.41, -1.97, -0.64], [1.86, 0.15, -0.70], [-1.71, -1.01, -0.34], [-0.14, 0.91, -0.15], [-0.45, -0.79, -1.18], [-0.39, 0.36, -0.78], [0.37, 1.40, -2.09], [0.78, 0.42, 1.21], [-0.07, 0.19, 0.10], [0.37, 0.67, 0.08], [-2.08, -0.38, 2.20], [0.67, 0.35, 0.06], [-0.64, 1.49, -0.02], [0.09, -0.51, -0.27], [1.26, -1.41, -1.55], [-0.17, 0.47, -1.36], [-1.53, 0.29, -0.91], [-2.11, 0.14, -0.28], [0.28, 0.39, -0.69], [-0.27, -0.39, -0.35], [0.16, -0.15, -0.28], [-1.11, 0.27, -0.57], [-0.63, 0.21, 0.49], [0.11, 0.36, 0.66], [-0.03, 0.71, -0.53], [0.32, 0.21, -0.01], [0.26, 0.10, 0.02], [0.47, -0.34, -1.19], [0.48, -0.01, 1.74], [-0.86, 0.54, -1.34], [-0.50, -0.20, -1.01], [1.56, 0.30, -0.45], [-0.35, 0.81, 0.06], [0.24, 0.09, 0.16], [1.81, 1.06, 0.58], [-0.54, -0.84, 0.25], [-0.07, -0.16, -1.86], [-0.27, 0.67, 1.08], [0.97, 1.29, 0.27], [0.50, -1.36, 2.37], [-0.24, -1.42, -0.75], [1.62, -1.01, -3.28], [-0.44, 0.74, -0.62], [-1.51, -1.48, -0.68], [0.92, -1.17, 0.91], [-0.33, -1.51, 0.19], [0.46, -2.20, -0.67], [-1.15, 0.49, -1.53], [1.61, -0.25, 2.44], [1.73, -0.41, 0.28], [-0.06, -0.64, -0.33], [-0.75, 0.37, 0.71], [0.23, 2.15, 1.28], [-0.49, 1.23, 0.48], [0.64, -1.12, 0.07], [3.76, -0.34, 0.86], [-0.57, 1.21, 1.98], [0.09, 0.41, 0.93], [-0.19, -1.36, -0.58], [-0.41, 0.77, 0.07], [0.34, -0.20, 0.92], [-0.62, 0.50, -0.06], [-0.72, 0.57, 1.72], [0.14, 0.74, -0.10], [-0.39, -0.25, 1.55], [0.20, -0.99, -0.22], [0.40, -1.91, 0.24], [-1.69, -0.58, -0.52], [-0.54, 0.24, 0.96], [1.00, 0.38, -0.05], [-0.29, 0.00, -0.10], [-0.36, 0.82, -1.32], [1.32, 0.25, -0.84], [0.50, -2.01, -0.08], [1.17, 0.44, 2.11], [1.42, 0.26, -0.71], [-0.22, 1.03, 0.30], [0.18, -0.24, -1.47], [-1.54, -0.11, 0.89], [0.14, -2.15, 0.44], [1.00, 0.04, 0.56], [-1.55, 0.95, 0.25], [-0.13, -1.39, -0.12], [0.07, -0.30, -0.31], [-0.29, 1.37, 0.70], [-1.25, 3.04, 0.60], [1.12, -1.71, 0.49], [0.43, -0.41, -0.39], [-0.06, 0.21, 0.08], [0.05, 0.37, 0.34], [0.26, 1.20, 1.07], [-0.14, 0.41, 0.04], [-0.68, 0.38, -0.57], [0.26, 0.72, 1.45], [0.70, -0.17, -0.05], [0.30, 0.04, 0.50], [0.46, -0.36, 0.21], [-0.33, -0.25, 0.91], [0.36, -0.12, -0.30], [-0.60, -0.29, 1.13], [1.16, 1.00, -0.15], [1.72, 0.28, -0.74], [1.08, 0.43, -0.61], [-0.75, -0.46, 0.13], [-0.29, -0.39, -1.76], [-0.97, 0.23, 0.29], [-0.28, 0.26, -0.35], [1.30, -0.13, 0.11], [-0.37, -0.47, -0.61], [0.36, -0.50, -0.52], [0.11, 0.01, -0.59], [-1.60, -0.48, -0.10], [-0.20, -0.56, 0.16], [0.26, 0.23, 0.00], [-0.08, 0.21, 0.30], [-1.98, -0.82, -0.30], [-0.42, -0.26, 0.49], [0.16, -0.26, 0.04], [-0.05, 0.21, -0.52], [-0.68, 0.23, -0.06], [-0.73, 0.18, -0.04], [0.79, -0.63, 0.27], [-0.20, -0.32, -0.38], [0.00, -0.98, -1.51], [0.12, -0.04, 0.39], [-0.34, -1.20, 0.66], [0.41, -0.66, 0.84], [-0.15, -0.01, -0.87], [-0.75, -0.17, -0.13], [0.96, 0.04, -0.59], [0.12, 1.05, 0.42], [-0.36, -0.12, 0.45], [-0.13, -0.07, -0.10], [-0.34, 0.01, 0.01], [0.28, -0.75, -0.45], [-0.11, 1.32, -0.57], [-0.44, 0.76, -0.50], [-0.01, -0.58, 0.21], [-0.05, 0.36, -0.43], [1.09, 1.77, -0.26], [0.21, -0.19, -0.33], [1.10, 0.37, 0.68], [-0.67, 0.57, -0.65], [0.24, 0.16, -0.06], [0.39, 0.76, -0.45], [0.24, -0.27, 0.14], [-0.43, 0.11, -0.01], [-1.28, -0.31, 0.59], [-0.39, 0.17, 0.19], [-0.05, -0.75, -0.52], [0.28, 0.10, 0.28], [-0.18, 0.16, -0.53], [0.05, 0.23, 0.19], [0.31, -0.36, -0.10], [-0.21, -0.96, 0.26], [-0.27, 0.23, -0.58], [-0.20, -0.09, 0.30], [-0.45, 0.49, -0.15], [-0.09, -0.23, 0.72], [-0.51, -0.56, -0.81], [0.22, 0.90, 0.09], [0.14, -0.57, -0.14], [0.21, 0.93, 0.65], [0.61, 0.01, -0.97], [0.04, 2.06, 0.33], [-0.48, -0.35, 0.23], [-0.09, 0.24, -0.35], [-0.51, 0.11, 0.22], [0.24, 0.28, -0.06], [-0.20, -0.47, -0.80], [-0.15, 0.10, 0.35], [0.01, -0.84, -1.19], [-0.09, -0.25, -0.03], [0.39, -0.04, 0.61], [0.84, 0.24, 1.14], [0.92, -1.40, -0.10], [-0.09, 0.57, 0.04], [-0.97, -0.17, 0.61], [-0.07, -0.33, -0.35], [-0.12, -0.19, 0.65], [-0.22, 1.23, -0.93], [0.37, -0.62, -0.76], [-0.49, -0.34, 0.26], [-0.40, -0.62, 1.20], [0.40, 0.08, 0.86], [-0.17, 0.02, 0.30], [-1.11, 1.43, 0.30], [-0.08, 0.29, 0.26], [0.08, 0.50, -0.14], [-0.30, -0.42, -0.15], [0.36, -1.06, -0.30], [0.15, -0.58, -0.98], [0.60, 0.27, -0.70], [0.01, -0.17, 0.15], [-0.39, -0.30, 0.29], [-0.39, -0.11, -0.19], [-0.51, 0.25, -0.37], [0.17, 0.28, 0.49], [0.48, -1.12, -0.37], [0.95, 0.45, -0.01], [-0.41, 0.73, 0.64]]}


Question: What is the formula in the second record?
Answer: C2H4OS